(1)
A molecular structure, C19H35INO4P2S in a non-equilibrium geometry. Source: OMol25; level of theory: wB97M-V/def2-TZVPD.

XYZ file:
```
63
Properties=species:S:1:pos:R:3:forces:R:3:lowdin_charge:R:1
C 2.8516 2.0401 0.1377 0.1602 0.7152 0.9464 -0.0856
C 2.3439 3.4032 0.7365 -0.7033 -0.7866 -0.7427 -0.1734
C 1.1510 4.0029 -0.0681 1.8734 0.5785 0.1552 -0.1740
O 0.0794 4.4240 0.8070 -0.6644 -0.9732 -0.7454 0.0313
C -1.0959 3.7810 0.6022 -0.8642 1.0391 0.0017 -0.4559
O -2.1371 4.3856 0.5757 0.5886 -0.6580 0.3177 0.1593
C -1.1166 2.2631 0.4658 0.6806 0.5050 -0.2698 -0.0744
C -1.0048 1.5209 1.6457 0.1100 0.2735 -0.5080 0.0429
C -1.0224 0.1536 1.5474 -0.1097 -0.2392 0.8483 -0.2498
P -0.9200 -0.7341 3.1736 0.7787 -0.5072 0.8282 0.7605
O -0.6411 0.1864 4.2882 -0.3264 0.3983 -0.3136 -0.3916
N -1.1057 -0.4617 0.3493 0.3121 -0.3230 -0.5966 -0.0680
C -1.1251 -1.9389 0.2880 -1.4058 -1.1953 -0.0430 -0.2422
C -2.6243 -2.3904 0.0778 0.4600 -0.0462 0.4362 -0.2605
C -2.7737 -3.7939 -0.5545 0.6601 0.6273 -0.5862 -0.5267
S -1.5584 -5.0128 0.0843 -0.1434 -0.0518 0.0969 0.7350
C -1.2138 0.2407 -0.7990 0.0070 0.7041 -0.6582 -0.5520
I -1.3336 -0.7698 -2.6753 0.2382 0.1480 0.8148 1.1464
C -1.2461 1.6605 -0.7980 -0.6082 -0.3052 0.6685 -0.3485
P -1.4574 2.4958 -2.4353 0.5862 -0.2994 -1.2938 0.9100
C -1.3906 4.3371 -2.3589 -1.1363 0.2476 0.3371 -0.2615
C -3.2527 2.1590 -2.8822 -0.1212 0.4894 0.8245 -0.4208
C -4.2119 2.1413 -1.6606 -0.3168 0.1870 -1.1306 -0.1326
H 2.4321 1.8236 -0.8537 0.1112 -0.0466 0.3035 0.0720
H 2.6146 1.2574 0.8741 0.0207 -0.0347 -0.5849 0.0497
H 3.9472 2.0964 0.0699 -0.3595 -0.2727 -0.1776 0.0744
H 1.9565 3.2442 1.7541 0.4576 0.1666 -0.2102 0.1123
H 3.1876 4.1008 0.7416 -0.4120 0.0165 0.2505 0.1078
H 0.8300 3.3577 -0.8976 -0.1656 -0.0405 0.5221 0.0850
H 1.5344 4.9218 -0.5438 -0.5174 -0.2027 0.1225 0.1355
H -0.9056 2.0038 2.6209 -0.0399 -0.2593 -0.2457 0.1439
H 0.1338 -1.6783 3.0331 -0.4353 0.0621 -0.3913 0.0370
H -2.0981 -1.5161 3.3258 0.2314 0.1791 -0.4704 0.0405
H -0.4547 -2.3290 -0.4856 -0.0726 0.5246 0.1648 0.0637
H -0.8098 -2.4084 1.2258 0.2913 0.5657 -0.1969 0.0729
H -3.1299 -1.6177 -0.5227 -0.0640 -0.4475 0.1736 0.0737
H -3.0707 -2.3993 1.0865 -0.0492 0.0722 -0.3936 0.1062
H -2.6437 -3.7168 -1.6456 -0.0177 -0.0655 0.3545 0.0573
H -3.7811 -4.2005 -0.3981 0.4009 0.0384 0.1856 0.0813
H -0.4126 -4.5772 -0.5022 -0.5760 0.0542 0.0163 -0.1484
H -2.2301 4.7296 -1.7617 0.5610 0.1059 -0.0454 0.0455
H -0.4333 4.7686 -2.0544 -0.2528 -0.2430 0.0747 0.0361
H -1.5808 4.6915 -3.3869 0.2103 -0.4654 0.2065 0.0592
H -3.5380 3.0209 -3.5085 0.2291 -0.2801 0.0995 0.0817
H -3.3462 1.2673 -3.5125 0.1783 0.2040 0.2730 0.0224
H -4.2310 3.1532 -1.2326 0.0995 -0.4887 0.3332 0.0748
H -3.9730 1.3603 -0.9276 -0.0101 0.3433 -0.0780 0.0580
H -5.2267 1.9520 -2.0506 0.2941 -0.0269 0.3211 0.0806
C 4.2798 -1.6947 -0.1191 0.0414 -0.1897 -0.0426 -0.0677
C 3.0814 -1.8946 0.7905 0.1604 0.0658 -0.0023 -0.2794
O 2.1653 -2.8721 0.3198 -0.4601 0.2002 -0.0491 -0.1937
C 2.6621 -4.1957 0.1884 0.1093 -0.2629 0.0619 -0.2724
C 3.1300 -4.8074 1.4964 0.1072 0.2245 0.0889 -0.0665
H 3.9581 -1.5079 -1.1452 -0.0248 0.0682 0.0325 0.0857
H 4.8795 -0.8506 0.2231 -0.0257 -0.0039 0.0050 0.0790
H 4.9238 -2.5752 -0.1330 0.0382 0.0504 0.0413 0.0734
H 2.5202 -0.9578 0.8455 -0.1286 -0.1299 -0.0304 0.0862
H 3.3987 -2.1292 1.8119 0.0560 -0.0352 -0.0152 0.1145
H 3.4524 -4.2375 -0.5674 0.0299 0.0384 0.0311 0.1147
H 1.8310 -4.7869 -0.2004 -0.0390 0.1106 -0.0384 0.0960
H 4.0242 -4.3094 1.8752 0.0285 -0.0669 -0.0187 0.0723
H 3.3711 -5.8612 1.3575 -0.0265 0.0156 -0.0140 0.0845
H 2.3565 -4.7189 2.2617 -0.0350 -0.0724 -0.0450 0.0823
```
Forces are in eV/Å.

The value obtained for the total energy is -67456.3343 eV. The HOMO energy comes out at -11.47 eV. Its molecular weight is 562.41 g mol⁻¹. The energy relative to the best compared isomer or geometry (same formula, charge and spin) is 0.0 kJ/mol. Its max |F| is 0.038 hartree/bohr. Its charge is +1.

=====

(2)
4 unconnected molecules or ions with the total composition C19H35N2O13S2 in a non-equilibrium geometry. Source: OMol25; level of theory: wB97M-V/def2-TZVPD.

XYZ file:
```
71
Properties=species:S:1:pos:R:3:forces:R:3:lowdin_charge:R:1
C -5.6522 -1.2352 1.8081 -0.0439 -0.1499 -0.2782 -0.1183
C -5.9808 0.2561 1.7550 -0.3087 -0.0851 -0.0766 -0.2446
C -6.2611 0.8713 3.1227 -0.0185 0.2784 -0.0529 -0.1838
C -5.0351 1.1330 4.0179 -0.2307 0.0564 0.1920 -0.2018
O -3.8523 0.4449 3.6186 0.0443 0.2404 -0.2466 -0.1963
N -2.8375 1.3778 3.2586 0.1879 -0.1809 0.3724 -0.4554
S -2.0063 1.8734 4.6701 0.0780 -0.1504 -0.0342 0.8068
C -2.1189 0.8944 2.0869 -0.0574 -0.0329 0.3660 -0.6825
S -0.3294 1.1573 2.0784 0.0693 0.3708 -0.0898 0.8280
O -2.6614 1.6798 0.9678 0.0706 0.4651 -0.5211 -0.0081
C -2.4160 2.9462 1.0092 -0.3247 -1.3788 0.2911 -0.4051
N -2.2113 4.0757 1.0429 0.0659 0.8536 -0.0515 0.1639
C -2.3781 -0.6376 1.7999 0.0651 -0.2139 0.1919 -0.7107
O -3.0291 -0.8881 0.7880 0.3017 0.0523 -0.0794 0.0031
O -1.8481 -1.3671 2.6681 -0.1855 0.1967 -0.3326 -0.0516
H -5.1520 -1.5511 0.8893 -0.1602 0.1204 0.1872 0.0503
H -6.5699 -1.8242 1.9095 -0.0161 0.0423 0.1829 0.0713
H -4.9728 -1.4867 2.6237 -0.0408 0.0359 -0.0410 0.0746
H -5.2153 0.8262 1.2219 0.1237 -0.1737 0.1460 0.0998
H -6.9011 0.3640 1.1660 0.1113 0.1006 -0.0266 0.0998
H -6.7364 1.8491 2.9801 -0.0920 -0.1111 -0.0085 0.1010
H -6.9911 0.2534 3.6561 0.0961 -0.0604 -0.0324 0.1032
H -4.8221 2.2022 4.0524 0.0752 -0.0531 -0.0661 0.1033
H -5.2599 0.8237 5.0446 0.1169 -0.0034 -0.0512 0.1120
H -2.2000 3.1840 4.4894 -0.0377 0.1425 0.0297 -0.1366
H -0.1389 0.0402 2.7849 0.0115 -0.2136 0.0630 -0.0990
C 0.7238 4.3965 -0.4641 0.2155 -0.2297 -0.1602 -0.0692
C 1.9687 4.8500 0.2615 -0.1820 0.2963 0.0067 -0.1999
O 2.8558 3.7548 0.5651 0.0369 -0.0551 -0.0142 0.0419
C 3.5939 3.3131 -0.4410 0.0405 0.0327 0.0183 -0.6105
O 3.6331 3.7632 -1.5614 -0.0125 -0.0128 0.0267 0.1055
O 4.3254 2.2817 -0.0051 -0.0518 0.0321 -0.0233 0.0067
C 5.1202 1.6707 -1.0203 0.1136 -0.0923 -0.0656 -0.0415
H 0.2213 3.6158 0.1000 -0.0676 0.0433 0.0634 0.0394
H 0.0348 5.2311 -0.5818 -0.0385 0.0032 0.0586 0.0772
H 0.9708 4.0039 -1.4510 0.0283 0.0619 -0.0049 0.0771
H 1.7119 5.2672 1.2332 0.0431 -0.0884 0.0495 0.1234
H 2.5164 5.6068 -0.3014 0.0460 -0.0753 -0.0526 0.1182
H 5.7285 2.4141 -1.5305 0.0029 -0.0211 -0.0374 0.0796
H 4.4833 1.1596 -1.7411 0.0062 0.0437 -0.0427 0.1004
H 5.7598 0.9471 -0.5239 -0.0523 0.0231 0.0924 0.0936
C -3.3666 -4.0017 0.8510 -0.1739 -0.4251 -0.1903 -0.0579
C -2.9266 -4.5907 2.1648 0.2333 0.3076 0.0522 -0.1802
O -3.8921 -5.5414 2.6968 -0.0331 -0.0075 -0.0131 0.0452
C -3.8816 -6.7445 2.1647 0.0164 -0.0696 0.0358 -0.6177
O -3.1344 -7.1769 1.3216 -0.0216 0.0486 0.0049 0.1092
O -4.8624 -7.4683 2.7423 0.0032 0.0366 -0.0224 -0.0108
C -4.9943 -8.7875 2.2241 -0.0469 -0.0596 0.0488 -0.0629
H -4.3510 -3.5458 0.9500 0.0696 0.0538 0.0323 0.0640
H -2.6703 -3.2229 0.5543 -0.0359 0.1034 0.0431 0.0697
H -3.4167 -4.7642 0.0696 0.0597 -0.0240 0.0517 0.0753
H -2.8573 -3.8069 2.9155 -0.0577 -0.0405 0.0347 0.1118
H -1.9566 -5.0812 2.0914 -0.0501 -0.0955 -0.0387 0.1225
H -4.0450 -9.3187 2.2587 0.0186 0.0130 -0.0341 0.0904
H -5.3570 -8.7623 1.1967 0.0527 -0.0035 -0.0219 0.0942
H -5.7226 -9.2860 2.8589 -0.0122 0.0374 0.0089 0.0874
C 8.7482 -0.4683 -6.5931 -0.1634 0.0473 0.0111 -0.0661
C 9.3842 0.8900 -6.3928 0.2112 -0.1335 -0.0177 -0.2164
O 8.4248 1.9536 -6.4911 -0.0605 0.0149 0.0054 0.0326
C 7.6599 2.1307 -5.4107 0.0384 0.0433 0.0290 -0.6124
O 7.7391 1.5095 -4.3810 -0.0223 0.0050 -0.0420 0.1181
O 6.8083 3.1203 -5.6620 0.0200 -0.0343 -0.0046 0.0074
C 5.8850 3.3905 -4.5983 -0.1507 0.0994 0.0944 -0.0302
H 8.2050 -0.4967 -7.5384 0.0558 -0.0188 -0.0287 0.0811
H 9.5166 -1.2416 -6.6065 0.0165 0.0042 -0.0109 0.0785
H 8.0480 -0.6917 -5.7899 0.0360 0.0026 0.0332 0.0757
H 10.1047 1.0986 -7.1817 -0.0456 0.0610 -0.0252 0.1203
H 9.8989 0.9528 -5.4344 -0.0764 0.0055 0.0416 0.1216
H 6.4097 3.5571 -3.6612 0.0257 -0.0455 0.0028 0.0877
H 5.1838 2.5662 -4.4869 0.0335 -0.0265 0.0513 0.1005
H 5.3478 4.2899 -4.8806 0.0302 -0.0091 -0.0801 0.0964
```
Forces are in eV/Å.

The value obtained for the total energy is -71538.4565 eV. The HOMO energy comes out at -5.63 eV. Its molecular weight is 563.62 g mol⁻¹. The energy relative to the best compared isomer or geometry (same formula, charge and spin) is 0.0 kJ/mol. Its max |F| is 0.028 hartree/bohr. Its charge is -1.

=====

(3)
A molecular structure, C19H36AlBr4ClF7I2N5O8P in a non-equilibrium geometry. Source: OMol25; level of theory: wB97M-V/def2-TZVPD.

XYZ file:
```
84
Properties=species:S:1:pos:R:3:forces:R:3:lowdin_charge:R:1
C 5.4338 -1.4701 1.0445 -0.4176 -0.2559 1.2895 -0.1786
C 4.4709 -0.4753 1.8085 1.1901 -1.1459 -2.1515 -0.6327
I 3.7164 -1.5254 3.5638 0.7091 -5.0254 -3.5655 1.2982
C 3.2933 -0.1163 0.8731 0.4539 -1.3411 0.6606 -0.7061
I 4.0249 0.7413 -0.9797 -0.7216 -0.1282 0.2638 1.0763
N 2.3433 0.6311 1.6874 -0.5155 1.1387 -0.4658 0.0077
C 3.0552 1.6567 2.3676 -3.1358 -0.1717 0.8923 -0.5719
O 3.9669 2.2185 1.9617 4.2185 2.5702 -2.7119 0.1397
N 2.6458 2.0124 3.6592 -1.4417 -1.1491 0.7580 0.2415
C 2.8992 0.8706 4.4519 -5.6003 2.5267 0.7688 -0.6955
O 3.9420 0.5149 4.7342 3.7100 1.5000 1.9044 -0.3961
F 1.8424 0.1878 4.8888 -0.2291 1.1245 0.0120 0.0933
C 1.1917 1.1557 1.0190 1.9340 1.9221 0.1961 -0.3067
N 0.2068 0.4069 0.8658 -2.6151 -1.2986 -0.9520 0.2087
C 0.1588 -0.9790 1.3172 -1.3293 -1.4777 1.2477 -0.0871
C 0.0709 -1.0928 2.8966 -0.7929 0.0390 -1.1113 -0.1418
C -1.3838 -1.3658 3.3867 0.9969 0.6531 1.1911 -0.2516
O -2.3573 -0.6356 2.6971 -0.3355 -0.7421 -1.0865 -0.0360
N 1.2128 2.5223 0.6165 -1.6504 -0.7397 0.5894 -0.1113
C 0.6745 2.6784 -0.7653 0.5621 0.4944 -1.6114 -0.0832
C 0.2230 3.2060 1.5174 0.3907 0.1718 1.2277 -0.0481
H 6.2689 -0.9508 0.5663 -0.3914 0.0280 -0.1542 0.0630
H 4.8732 -2.1154 0.3534 0.2285 0.3391 0.0339 0.0763
H 5.8495 -2.1414 1.8101 0.1019 0.1844 -0.3820 0.0417
H 5.0871 0.4028 2.0291 -0.4116 -0.4235 0.5671 0.0900
H 2.8252 -1.0689 0.5873 0.1021 0.4985 -0.0499 0.0728
H 3.3074 2.7233 3.9580 -0.0557 0.0995 0.0236 0.1706
H -0.6787 0.7853 0.4008 1.1246 -0.4440 -0.0454 0.2009
H -0.7843 -1.4075 0.9450 0.3490 0.3401 -0.1886 0.1412
H 0.9551 -1.6166 0.9210 0.0196 0.6112 -0.0473 0.1156
H 0.7050 -1.9367 3.1999 0.0083 0.5619 0.1878 0.0736
H 0.3856 -0.1312 3.3192 0.1661 -0.5243 -0.0587 0.0793
H -1.6046 -2.4397 3.3899 -0.2549 0.3879 -0.3830 0.1137
H -1.4233 -1.0187 4.4371 0.1827 -0.5790 -0.1379 0.1267
H -2.2731 0.2972 2.8636 0.0098 0.4706 0.3267 0.0854
H 0.4325 1.7318 -1.2646 -0.0704 0.2059 0.2089 0.0709
H 1.4200 3.1924 -1.3971 -0.0938 -0.2733 0.4077 0.0814
H -0.2322 3.2951 -0.8176 0.1586 -0.3816 0.3409 0.0903
H 0.4385 4.2832 1.5517 -0.2270 -0.3577 -0.3170 0.1022
H 0.3410 2.8429 2.5546 0.1091 0.1544 -0.3414 0.0785
H -0.8203 2.9988 1.2371 0.2796 0.1965 -0.1980 0.0978
O 6.8434 1.8316 -0.4264 0.5299 0.2108 0.2118 -0.0915
C 7.3371 2.6815 0.3006 0.0879 -0.2406 -0.2667 -0.5996
N 6.5722 3.4666 1.0867 -0.3086 0.1480 0.0839 0.1713
C 8.8242 2.9204 0.3777 0.0152 0.1445 0.1498 -0.0053
H 6.9433 4.1712 1.6934 0.1362 0.0075 -0.0105 0.0999
H 5.5765 3.3281 1.0563 -0.0585 -0.0299 0.0476 0.0720
H 9.1905 3.1975 -0.6093 0.0153 -0.1171 -0.0143 0.0870
H 9.3151 2.0042 0.7024 0.0103 -0.0171 -0.1164 0.0865
H 9.0733 3.7164 1.0786 0.0495 -0.0029 -0.0038 0.0700
C -2.7936 0.2324 -1.7744 -0.2037 -0.7760 0.4113 -0.4137
O -1.9747 1.3136 -1.8283 0.4008 -0.3471 0.6466 -0.3180
H -3.5967 0.1462 -2.5462 0.4335 0.4493 -0.1232 -0.0328
H -2.3063 -0.7724 -1.8634 0.3064 0.2276 -0.2878 0.0277
H -3.3915 0.1032 -0.8458 -0.0324 0.4456 0.1626 0.0542
Al 5.1608 -0.6726 6.0574 -1.8960 -5.0672 1.6608 -0.1745
Br -5.8529 -0.8621 -3.0246 -0.0611 -0.0822 -0.0656 0.7705
C -5.8127 -2.4071 -4.1920 -0.5357 0.2412 0.2722 -0.6791
C -5.4568 -3.6476 -3.4194 0.1623 -0.1717 -0.1946 -0.6694
Br -3.5465 -3.6629 -3.0295 -0.0593 -0.1830 0.1092 0.5621
H -5.1120 -2.1844 -4.9862 0.0636 -0.1497 -0.0278 -0.0332
H -6.8157 -2.4826 -4.6116 -0.0423 0.0095 0.0981 0.0646
H -5.6485 -4.5416 -4.0105 0.0481 0.0219 -0.0303 0.0539
H -5.9759 -3.7319 -2.4703 -0.0361 0.1474 -0.0237 0.0533
Cl 6.0240 1.0332 5.9089 4.0470 5.2065 0.3062 0.3410
F -10.7453 -0.4662 -4.3670 0.5899 -0.0486 0.0242 -0.2359
P -9.5946 0.1437 -3.3189 0.0300 0.2238 0.1220 0.4210
F -9.3628 0.2140 -1.6674 0.0373 0.4984 -0.4388 -0.2351
F -8.5261 -0.1335 -4.5767 -0.3881 -0.6141 0.1850 -0.2701
F -9.3270 -1.4611 -2.9256 -0.2195 0.1212 -0.6437 -0.2499
F -10.8916 1.1572 -3.0291 0.4073 -0.2001 0.3042 -0.2355
F -8.7071 1.5577 -3.3588 -0.5244 -0.0703 0.3092 -0.2387
Br -2.8584 -0.9759 -5.7271 0.1127 0.1178 0.0178 0.6890
C -0.9366 -0.7194 -5.7464 -0.2147 -0.0255 -0.1663 -0.6818
C -0.1933 -2.0205 -5.5737 0.2444 0.1195 0.2093 -0.6802
Br -0.1986 -2.6199 -3.7171 0.0713 0.0135 -0.0991 0.5705
H -0.7094 0.0080 -4.9718 0.0144 -0.0723 0.0660 0.0526
H -0.7211 -0.2865 -6.7216 0.1009 -0.0568 0.0047 0.0520
H 0.8586 -1.8896 -5.8219 -0.0183 0.0301 -0.0147 0.0495
H -0.6035 -2.8319 -6.1665 -0.0971 0.0515 0.0139 0.0501
C -4.1806 -3.4158 3.7540 0.0113 -0.0007 -0.0225 -0.9281
O -3.9031 -3.0357 4.8966 -0.0762 -0.1021 -0.3979 0.1458
O -5.1272 -2.9664 3.0481 0.2403 -0.1034 0.2150 0.2414
O -3.5527 -4.3073 3.1097 -0.1088 0.2829 0.1779 0.1959
```
Forces are in eV/Å.

The value obtained for the total energy is -387913.5728 eV. The HOMO energy comes out at -4.60 eV. Its molecular weight is 1262.34 g mol⁻¹. Its max |F| is 0.128 hartree/bohr. Its charge is -1.